# 1
{"formula": "C9H21BrIO2P2Tl", "method": "ωB97M-V with the def2-TZVPD basis set", "elements": ["C", "C", "H", "H", "H", "O", "I", "Tl", "P", "C", "C", "H", "H", "H", "H", "H", "H", "C", "H", "H", "H", "P", "C", "C", "H", "H", "H", "C", "H", "H", "H", "H", "H", "H", "C", "O", "Br"], "positions_angstrom": [[0.001409, 0.189952, -6.770471], [0.004222, 0.453034, -5.401995], [0.006864, 0.843481, -7.663005], [-0.921345, -0.427855, -6.959157], [0.914619, -0.442208, -6.958986], [0.009331, 1.040251, -4.391303], [-0.030710, -3.102767, -4.555029], [-0.009816, -1.109279, -2.533397], [2.200469, -0.225255, -0.298583], [3.168510, 1.081106, 0.606070], [3.100132, -1.686108, 0.332608], [4.136960, -1.571575, 0.022578], [4.199847, -0.200790, -1.643818], [2.689043, -2.597267, -0.099349], [2.792536, -0.695604, -2.695625], [2.989864, 1.087440, 1.685790], [3.005394, -1.751612, 1.416833], [3.155489, -0.001069, -1.915501], [4.229619, 0.914800, 0.387625], [3.019159, 1.046446, -2.225092], [2.922871, 2.071032, 0.211044], [-2.203469, -0.186667, -0.295899], [-3.142755, 1.141220, 0.609562], [-3.156570, 0.055812, -1.910598], [-2.737017, -2.545695, -0.092289], [-4.164665, -1.493884, 0.027049], [-3.038693, -1.692970, 1.421752], [-3.130899, -1.626822, 0.337899], [-2.807969, -0.646571, -2.690505], [-4.204378, -0.124056, -1.637033], [-4.208373, 0.999098, 0.392654], [-2.874674, 2.125535, 0.213784], [-3.001158, 1.100529, -2.221810], [-2.962007, 1.141392, 1.689328], [0.014584, 2.230598, 1.323193], [0.020819, 3.361161, 1.468917], [-0.005144, -0.806733, 1.601556]], "forces_ev_per_angstrom": [[0.0, -3.0, -1.9], [0.0, 4.5, 3.5], [0.0, 1.3, 1.2], [0.8, -0.1, 0.3], [-0.8, -0.1, 0.3], [0.0, -2.9, -4.0], [0.0, 0.6, -0.3], [0.0, -0.4, 0.8], [2.4, 0.3, 0.8], [-0.8, 0.4, -0.1], [-0.8, -0.3, -0.1], [0.1, -0.1, 0.1], [-0.3, 0.1, -0.3], [0.1, -0.1, 0.0], [0.5, 0.3, 0.3], [0.0, -0.2, -0.2], [0.1, 0.0, -0.1], [-1.1, 0.0, 0.1], [-0.2, -0.2, 0.1], [0.2, -0.4, -0.1], [-0.1, -0.1, 0.1], [-2.4, 0.4, 0.8], [0.8, 0.4, -0.1], [1.1, 0.0, 0.1], [-0.1, -0.1, 0.0], [-0.1, -0.1, 0.1], [0.0, 0.0, -0.1], [0.8, -0.3, -0.1], [-0.5, 0.3, 0.3], [0.3, 0.1, -0.3], [0.2, -0.2, 0.1], [0.1, -0.1, 0.1], [-0.2, -0.4, -0.1], [0.0, -0.2, -0.2], [0.0, 2.8, 0.1], [0.0, -2.0, -0.2], [0.0, -0.3, -1.0]], "nbo_charge": [-0.89, 0.97, 0.39, 0.36, 0.36, -0.30, -0.47, 0.63, 1.10, -0.94, -0.96, 0.25, 0.26, 0.25, 0.22, 0.27, 0.27, -0.92, 0.26, 0.25, 0.25, 1.10, -0.94, -0.92, 0.25, 0.25, 0.27, -0.96, 0.22, 0.26, 0.26, 0.25, 0.25, 0.27, 0.48, -0.47, -0.20], "homo_lumo_gap_ev": [5.5377, 5.5386], "charge": 2}

# 2
{"formula": "C3H6N3O4", "method": "ωB97M-V with the def2-TZVPD basis set", "elements": ["C", "C", "C", "N", "N", "N", "O", "O", "O", "O", "H", "H", "H", "H", "H", "H"], "positions_angstrom": [[0.998604, -1.391764, -0.004556], [-0.210208, 0.897256, -0.537711], [0.735941, 0.099577, 0.464469], [2.089836, 0.761063, 0.576958], [-2.163175, -0.526501, -0.105462], [-1.727498, 0.664905, -0.171656], [2.173886, -1.710872, 0.031578], [-3.283671, -0.763204, 0.390067], [-2.451269, 1.641662, 0.048355], [-0.019438, -2.074677, -0.341496], [-0.114157, 1.933045, -0.435170], [-0.072959, 0.569335, -1.545965], [0.434457, 0.267098, 1.497416], [2.545144, -0.148748, 0.731872], [2.473708, 1.104937, -0.272968], [-1.409196, -1.323105, -0.325727]], "forces_ev_per_angstrom": [[-2.0, 0.7, 0.5], [-1.2, -2.8, 2.0], [0.6, 2.0, -1.5], [-1.1, -0.7, 1.1], [1.2, -1.4, 0.3], [2.4, 0.2, -1.1], [0.9, -1.2, -0.2], [-0.8, -0.3, -0.2], [-0.6, 1.2, 0.5], [0.3, 0.2, -0.2], [0.1, 1.5, 0.2], [0.2, -0.2, -0.7], [-1.0, -0.8, -0.1], [1.1, 0.7, -0.1], [0.0, 0.1, -1.1], [-0.2, 0.9, 0.5]], "nbo_charge": [0.77, -0.25, -0.20, -0.87, 0.07, 0.25, -0.71, -0.54, -0.54, -0.78, 0.22, 0.21, 0.22, 0.39, 0.33, 0.42], "homo_lumo_gap_ev": 8.3176, "charge": -1}

# 3
{"formula": "C2H4FNO2S", "method": "ωB97M-V with the def2-TZVPD basis set", "elements": ["C", "C", "N", "O", "O", "F", "S", "H", "H", "H", "H"], "positions_angstrom": [[-0.977144, -0.943918, 0.038209], [0.103056, 1.430785, -0.602774], [-0.034692, 0.220368, -1.258675], [-0.387784, -2.346610, 2.206958], [0.672962, -0.066572, 1.712745], [1.210918, -0.424595, -1.244534], [0.020209, -1.299465, 1.374918], [-1.375849, -1.846981, -0.547396], [0.848811, 1.976668, -1.265467], [-0.669221, 2.007496, -0.801329], [0.588733, 1.292825, 0.387347]], "forces_ev_per_angstrom": [[2.0, -0.5, -2.3], [6.5, -0.3, 0.2], [-2.9, -4.5, 1.7], [0.1, -1.5, 1.8], [0.9, -1.1, 1.5], [0.4, 0.3, -0.1], [-2.2, 3.4, -4.0], [0.6, 1.4, 0.9], [-0.2, -0.5, 0.8], [-4.4, 2.3, 0.1], [-0.9, 1.0, -0.6]], "nbo_charge": [-0.54, -0.50, 0.06, -0.82, -0.86, -0.28, 2.02, 0.23, 0.22, 0.23, 0.24], "homo_lumo_gap_ev": 8.2447, "charge": 0}

# 4
{"formula": "C14H23I2O4P2Ru", "method": "ωB97M-V with the def2-TZVPD basis set", "elements": ["I", "I", "Ru", "P", "C", "C", "H", "H", "H", "H", "H", "H", "C", "H", "H", "H", "P", "C", "C", "H", "H", "H", "C", "H", "H", "H", "H", "H", "H", "C", "O", "O", "C", "C", "C", "C", "C", "C", "C", "O", "O", "H", "H", "H", "H", "H"], "positions_angstrom": [[-2.901607, -0.008196, -2.900731], [-0.801811, 0.142969, -4.659441], [-0.600219, -0.066651, -1.182423], [-0.659316, -2.291151, -1.645997], [-1.160800, -3.177128, -0.169220], [-1.547175, -3.154021, -3.013665], [-1.296422, -4.226199, -2.925177], [1.091271, -3.774727, -2.280094], [-1.213325, -2.777489, -3.992124], [1.444886, -2.070691, -2.759966], [-2.036741, -2.683699, 0.262564], [-2.630628, -2.990546, -2.908811], [1.075838, -2.724942, -1.961153], [-1.384671, -4.214341, -0.434415], [1.661126, -2.566440, -1.038377], [-0.342996, -3.142934, 0.553916], [-0.587710, 2.207149, -1.448972], [-0.786374, 3.016550, 0.164664], [1.136975, 2.567861, -1.900267], [-1.413247, 2.847300, -3.628635], [-1.335376, 4.222170, -2.485678], [-2.659842, 3.026736, -2.359622], [-1.605005, 3.167984, -2.601718], [1.347520, 2.072047, -2.860982], [1.265808, 3.657540, -1.992478], [-0.705746, 4.102446, 0.015814], [0.008422, 2.664538, 0.843613], [1.782494, 2.157521, -1.106178], [-1.775310, 2.759436, 0.569183], [-1.581391, -0.086436, 0.367878], [-2.146512, -0.059142, 1.400966], [2.091793, 1.892675, 1.902834], [1.654024, 0.997262, 2.836898], [1.370933, 1.393362, 4.168464], [0.984774, 0.440491, 5.100870], [0.874899, -0.898973, 4.740834], [1.132941, -1.299581, 3.418570], [1.463513, -0.340122, 2.447623], [1.526008, -0.792545, 0.993220], [1.848763, -1.977759, 0.822160], [1.232921, 0.079964, 0.087242], [2.320129, 2.718668, 2.365944], [1.469922, 2.439666, 4.453032], [0.762830, 0.734360, 6.133184], [0.580524, -1.641609, 5.483258], [1.043928, -2.343379, 3.123375]], "forces_ev_per_angstrom": [[-1.0, -0.1, 2.1], [1.9, 0.1, -1.6], [1.2, 0.4, 0.5], [0.1, -3.1, -0.7], [-0.2, 0.1, 0.4], [-0.1, 0.6, 0.3], [-0.1, 0.5, 0.0], [0.1, 0.2, 0.0], [-0.1, -0.2, 0.3], [0.2, -0.3, 0.0], [0.0, -0.4, 0.0], [0.3, -0.3, -0.1], [0.0, 0.5, 0.1], [0.0, 0.1, 0.2], [-0.2, -0.1, -0.5], [0.0, 0.0, 0.0], [0.4, 2.6, 0.3], [-0.2, -0.2, 0.1], [0.0, -0.5, -0.1], [-0.1, 0.2, 0.1], [0.0, -0.1, 0.0], [0.0, 0.2, -0.1], [0.0, -0.4, 0.2], [0.2, 0.3, 0.3], [0.0, -0.3, 0.0], [-0.1, -0.2, 0.1], [-0.4, 0.1, -0.3], [-0.1, 0.2, -0.4], [0.3, 0.3, 0.0], [-2.6, 0.1, 4.3], [2.4, -0.2, -4.5], [-0.7, -1.4, 2.0], [0.5, 1.6, -1.2], [-0.2, -0.3, 1.3], [0.2, 1.8, 0.1], [0.0, -0.8, 0.1], [0.3, 0.9, -1.6], [-0.5, -1.8, 0.0], [1.1, -2.6, 0.9], [-0.8, 2.1, 0.1], [-2.0, 0.2, -1.7], [0.1, 0.1, -0.2], [0.0, -0.2, 0.0], [0.1, 0.0, -0.5], [0.1, 0.2, -0.2], [0.1, 0.3, 0.0]], "nbo_charge": [0.27, 0.34, 0.15, 1.18, -0.97, -0.93, 0.29, 0.29, 0.25, 0.25, 0.26, 0.26, -0.98, 0.29, 0.32, 0.28, 1.18, -0.96, -0.97, 0.25, 0.29, 0.27, -0.95, 0.26, 0.29, 0.28, 0.26, 0.29, 0.26, 0.70, -0.39, -0.56, 0.53, -0.22, -0.16, 0.01, -0.11, -0.20, 0.77, -0.58, -0.73, 0.52, 0.26, 0.28, 0.27, 0.28], "homo_lumo_gap_ev": [6.7367, 5.3107], "multiplicity": 5, "charge": 3}

no.,total energy (hartree),largest force on an atom (eV Å⁻¹)
1,-4232.1887,5.71
2,-583.0754,3.70
3,-781.6182,6.47
4,-2220.1082,5.11